Record 1
{"formula": "C4H5PS", "method": "ωB97M-V/def2-TZVPD", "elements": ["C", "C", "C", "C", "P", "S", "H", "H", "H", "H", "H"], "xyz": [[0.7360, -0.3820, 0.0506], [-0.7815, 0.0651, -0.1548], [1.5533, -1.5637, 0.2570], [-1.1362, 1.4602, -0.2428], [2.2787, 0.0809, -0.0771], [-1.9378, -1.0880, 0.1355], [1.5462, -1.9299, 1.2623], [1.5445, -2.1682, -0.6522], [-2.1370, 1.4653, -0.5563], [-0.5030, 2.0981, -0.8011], [-1.1633, 1.9624, 0.7789]], "smiles": "CC(=S)C1=PC1", "de_lowest_ev": 1.530, "homo_lumo_gap_ev": 7.569}

***

Record 2
{"formula": "C3H6N4O", "method": "ωB97M-V/def2-TZVPD", "elements": ["C", "C", "C", "N", "N", "N", "N", "O", "H", "H", "H", "H", "H", "H"], "xyz": [[-1.8076, 0.1863, -0.3266], [2.2227, 0.1201, -0.1073], [-0.4799, 0.0944, 0.3723], [1.4487, 1.3290, -0.0810], [0.2542, 1.3321, 0.1296], [-2.8594, 0.1287, 0.3487], [0.2493, -1.0519, -0.1523], [1.5809, -1.0141, 0.4064], [-1.7343, 0.2887, -1.4143], [2.5382, -0.0226, -1.1531], [3.1100, 0.2811, 0.5111], [-0.6571, 0.0607, 1.4604], [-3.7281, 0.1973, -0.1759], [-0.1376, -1.9298, 0.1818]], "smiles": "[H]/N=C/[C@@H]1N=NCON1", "de_lowest_ev": 4.560, "homo_lumo_gap_ev": 9.774}

***

Calculated values (eV) of LUMO for the records, taken in order: -1.1750; 0.7502.
Calculated values (eV) of E for the records, taken in order: -24349.771; -11212.217.